# C8H16LiO6P

A molecular structure, C8H16LiO6P (wB97M-V/def2-TZVPD, the Open Molecules 2025 dataset).

Cartesian coordinates (Å):
Li 1.537601 -0.980926 -0.511201
P 1.991623 -2.648864 -2.132371
O 3.127005 -3.685442 -2.216116
O 2.351744 -1.110286 -2.214971
O 1.271829 -2.815916 -0.784225
O 1.013766 -2.860269 -3.324721
C 0.524698 1.714557 2.090622
C 0.004153 0.521617 2.880566
C 1.039875 -0.582530 2.651490
O 1.609847 -0.281901 1.403465
C 1.665703 1.116925 1.223149
H 0.993373 2.454471 2.738845
H -0.294381 2.120527 1.498637
H -0.944293 0.138275 2.506416
H -0.141812 0.795612 3.929556
H 0.562648 -1.567433 2.668305
H 1.842866 -0.757906 3.386255
H 1.640492 1.416523 0.177850
H 2.614647 1.505819 1.613627
C -2.125511 1.157505 -2.014125
C -2.670605 0.157162 -0.989342
C -1.524718 -0.839556 -0.919480
O -0.371406 -0.017839 -0.985934
C -0.663677 1.244966 -1.547265
H -2.682080 2.093151 -1.916774
H -2.217147 0.760906 -3.025481
H -3.642749 -0.302625 -1.195124
H -2.830084 0.739858 -0.071411
H -1.553349 -1.570776 -1.730156
H -1.517910 -1.390015 0.024008
H -0.014669 1.421158 -2.403990
H -0.597464 2.053239 -0.810102

Atoms 1-2, force components in eV/Å:
-0.03 -0.87 -0.81
-0.31 -1.33 -3.16

As for the net charge: -2. Its HOMO energy is 2.22 eV. Its energy relative to the best compared isomer or geometry (same formula, charge and spin) is 1.244 eV. The value obtained for the frontier orbital gap is 2.2 eV. Its electronic energy is -1114.802186 Ha.

---

# C8H16N

A gas-phase ion, C8H16N (charge +1) (wB97M-V/def2-TZVPD, the Open Molecules 2025 dataset).

Cartesian coordinates (Å):
C -2.847149 -0.009776 0.612434
C -2.134185 -0.111863 -0.476472
C -0.323769 0.225478 -0.509244
C -0.164119 1.524871 -1.254462
N 0.287463 0.213237 0.851888
C 0.917813 1.358071 1.499767
C 0.682342 -0.810897 -0.153577
C 0.240996 -2.229897 0.168526
C 2.044185 -0.663262 -0.856451
H -3.992203 0.098053 0.620803
H -2.337873 -0.171598 1.550649
H -2.499722 0.012768 -1.449037
H 0.768829 2.125166 -0.958355
H -0.988662 2.062850 -1.164521
H -0.032464 1.514634 -2.399471
H -0.425414 -0.179580 1.453568
H 1.203133 1.954671 0.668231
H 0.242295 1.994891 2.013837
H 1.815591 0.937904 2.166946
H 0.273613 -2.793115 -0.683698
H -0.719426 -2.367278 0.404267
H 0.828698 -2.612584 0.873121
H 2.774003 -0.935811 -0.074695
H 2.215534 0.387834 -1.244433
H 2.170479 -1.524776 -1.659611

Atoms 1-2, force components in eV/Å:
-1.57 -0.52 0.46
4.28 1.48 0.17

As for the net charge: +1. Its HOMO energy is -14.36 eV. Its energy relative to the best compared isomer or geometry (same formula, charge and spin) is 4.220 eV. As for the SMILES: C=C[C@@]1(C)[N@H+](C)C1(C)C. The value obtained for the frontier orbital gap is 11.8 eV. Its electronic energy is -368.781497 Ha.

---

# C8H16N

2 unconnected molecules or ions with the total composition C8H16N (wB97M-V/def2-TZVPD, the Open Molecules 2025 dataset).

Cartesian coordinates (Å):
C -3.276350 2.295887 0.346662
C -2.252795 1.890743 0.976148
C 0.855450 -1.404272 -1.307082
C -0.184063 -0.644984 0.305822
C 1.127608 -0.239918 -0.309228
C -0.420410 -1.394061 1.530997
C 2.323757 -0.219293 0.535488
C 0.989280 1.164561 -1.034426
N -0.569172 -1.346645 -0.920769
H -3.706408 3.222026 0.721947
H -3.553128 1.892062 -0.658043
H -1.295820 1.309145 1.212222
H 1.301064 -1.174891 -2.398452
H 1.426063 -2.259540 -0.990229
H 0.302891 -2.113493 1.887220
H -1.390607 -1.821115 1.597450
H -0.494281 -0.534176 2.367664
H 3.293285 -0.245770 0.018501
H 2.483141 -1.066474 1.086261
H 2.332691 0.681946 1.182144
H 1.976970 1.616168 -1.422003
H 0.557239 1.900872 -0.415673
H 0.361324 1.198809 -1.855015
H -0.923997 -0.545958 -1.579622
H -1.263735 -2.161629 -0.877983

Atoms 1-2, force components in eV/Å:
-0.68 0.45 -1.83
3.66 -1.70 1.83

As for the net charge: +1. Its HOMO energy (spin up / spin down) is -11.19 / -12.93 eV. Its energy relative to the best compared isomer or geometry (same formula, charge and spin) is 7.464 eV. The value obtained for the frontier orbital gap (spin up / spin down) is 6.6 / 9.6 eV. Its electronic energy is -368.662272 Ha.

---

# C8H16N2

2 unconnected molecules or ions with the total composition C8H16N2 (wB97M-V/def2-TZVPD, the Open Molecules 2025 dataset).

Cartesian coordinates (Å):
C 0.306657 -3.614610 -0.269401
C -0.010124 -2.426030 -1.124893
C 0.762141 -1.391788 -1.558324
N -0.048770 -0.623245 -2.354772
C -1.274364 -1.195307 -2.320039
N -1.277096 -2.308575 -1.642177
H 0.042972 -3.406139 0.764630
H 1.335286 -3.961236 -0.321250
H -0.381707 -4.410670 -0.571731
H 1.796040 -1.167551 -1.362450
H 0.119422 0.349018 -2.557352
H -2.077736 -0.850196 -2.949472
C 1.237058 1.352725 1.913475
C 0.263495 1.793894 0.798717
C -0.900505 0.814432 0.671263
C -0.247395 3.207861 1.086445
H 1.743585 2.216570 2.358563
H 2.017581 0.679054 1.553625
H 0.672677 0.885808 2.722125
H 0.804816 1.813555 -0.152536
H -0.848955 -0.121565 1.241880
H -1.879936 1.243714 0.882592
H -1.040118 0.451907 -0.351353
H 0.569165 3.925300 1.002636
H -1.075338 3.453141 0.423923
H -0.608851 3.289933 2.115876

Atoms 1-2, force components in eV/Å:
-0.60 0.03 -0.09
0.24 -0.53 -0.03

As for the net charge: 0. Its HOMO energy is -8.67 eV. Its energy relative to the best compared isomer or geometry (same formula, charge and spin) is 0.375 eV. As for the SMILES: Cc1c[nH]cn1.CC(C)C. The value obtained for the frontier orbital gap is 9.5 eV. Its electronic energy is -423.925853 Ha.

---

# C8H16N2

2 unconnected molecules or ions with the total composition C8H16N2 (wB97M-V/def2-TZVPD, the Open Molecules 2025 dataset).

Cartesian coordinates (Å):
C -1.969133 -2.192232 -0.905271
C -1.262178 -1.156345 -0.020468
C 0.205500 -1.388910 0.094934
C 1.205192 -0.902048 -0.703812
N 2.370884 -1.417834 -0.213306
C 2.056782 -2.133446 0.895332
N 0.759372 -2.160332 1.092047
H -1.788558 -3.178711 -0.487133
H -1.612016 -2.114506 -1.931767
H -3.038074 -1.973955 -0.952558
H -1.433684 -0.140912 -0.374473
H -1.692189 -1.210216 0.979957
H 1.119871 -0.262917 -1.566917
H 3.280255 -1.030642 -0.365548
H 2.767741 -2.607206 1.548257
C -1.630277 3.644882 -0.865267
C -0.788510 2.656068 -0.057398
C -0.020799 3.368859 1.057611
H -0.970356 4.345408 -1.382295
H -2.249012 4.224790 -0.176926
H -2.304127 3.203860 -1.596738
H -1.454698 1.923075 0.399401
H -0.074266 2.116117 -0.679762
H 0.721524 4.037287 0.614446
H -0.691860 3.949341 1.689186
H 0.520254 2.654836 1.679721

Atoms 1-2, force components in eV/Å:
-0.01 0.70 0.03
-0.14 -0.20 0.09

As for the net charge: 0. Its HOMO energy is -8.59 eV. Its energy relative to the best compared isomer or geometry (same formula, charge and spin) is 0.182 eV. As for the SMILES: CCc1c[nH]cn1.CCC. The value obtained for the frontier orbital gap is 9.4 eV. Its electronic energy is -423.932926 Ha.

---

# C8H16N2O

A single C8H16N2O molecule (wB97M-V/def2-TZVPD, the Open Molecules 2025 dataset).

Cartesian coordinates (Å):
C 0.520008 0.589403 -2.203605
C -0.564706 -1.122971 -0.986048
C -0.089950 0.793903 0.117107
C -0.244625 -2.368062 -0.148865
C -2.084148 -0.904446 -1.338948
C -1.374240 1.235368 0.890225
C 2.414877 0.685824 0.046513
C 1.177060 0.662759 0.931804
N 0.380080 -0.745180 -1.950185
N 0.234252 1.442699 -1.199447
O 0.890154 0.971169 -3.318916
H 0.532666 -2.945323 -0.480648
H -1.213661 -2.881445 -0.059272
H 0.173158 -2.000052 0.795307
H -2.402788 -1.713521 -1.997467
H -2.122088 0.000658 -1.957701
H -2.796699 -0.854600 -0.542077
H -1.957145 2.078628 0.424520
H -1.289654 1.454412 1.934407
H -2.067182 0.340668 0.823001
H 2.309896 -0.068528 -0.717924
H 3.366221 0.726672 0.658243
H 2.544189 1.657471 -0.430044
H 1.096137 1.303462 1.794301
H 1.120213 -0.309882 1.473922
H 0.952807 -1.377959 -2.453330
H 0.366237 2.445276 -1.200267

Atoms 1-2, force components in eV/Å:
0.81 1.67 -3.30
-0.16 2.14 2.61

As for the net charge: 0. Its HOMO energy is -7.79 eV. Its energy relative to the best compared isomer or geometry (same formula, charge and spin) is 2.603 eV. The value obtained for the frontier orbital gap is 8.5 eV. Its electronic energy is -499.090291 Ha.

---

# C8H16N2O

3 unconnected molecules or ions with the total composition C8H16N2O (wB97M-V/def2-TZVPD, the Open Molecules 2025 dataset).

Cartesian coordinates (Å):
C -8.592671 -3.515062 -9.491961
C -7.587105 -3.108249 -12.612273
C -8.353442 -4.795037 -11.177302
C -7.372644 -1.807749 -13.054584
C 7.204482 5.041860 12.372413
C 8.177167 4.012676 11.943017
C 9.269838 3.489529 12.664801
C 9.519272 2.001793 12.385680
N -8.296907 -2.631747 -10.307642
N -8.065966 -3.410253 -11.477660
O -8.680191 -4.780469 -9.806358
H -7.714558 -3.119740 -7.167709
H -7.600294 -3.915822 -13.223081
H -9.329290 -5.130276 -11.763184
H -7.565374 -5.544672 -11.476551
H -6.657151 -1.315494 -12.399773
H -6.936767 -1.821946 -14.042896
H -8.278920 -1.310975 -12.895535
H 6.638985 5.409084 11.491444
H 7.517747 5.941482 12.981763
H 6.476786 4.465031 12.922516
H 7.747536 3.490206 11.101960
H 10.278849 3.965853 12.299820
H 9.389990 3.678879 13.791071
H 10.529864 1.683760 12.840089
H 8.700044 1.434561 12.664144
H 9.580722 1.592777 11.437792

Atoms 1-2, force components in eV/Å:
0.62 -0.39 5.04
-1.19 0.37 2.16

As for the net charge: +2. Its HOMO energy is -15.07 eV. Its energy relative to the best compared isomer or geometry (same formula, charge and spin) is 8.356 eV. The value obtained for the frontier orbital gap is 7.2 eV. Its electronic energy is -498.228398 Ha.

---

# C8H16N2O5

2 unconnected molecules or ions with the total composition C8H16N2O5 (wB97M-V/def2-TZVPD, the Open Molecules 2025 dataset).

Cartesian coordinates (Å):
O -0.694779 -2.195538 1.892273
N 0.403882 -2.430260 2.405025
O 0.684204 -3.179222 3.296314
O 1.527243 -1.836698 1.748394
C 1.109796 -0.777879 0.829121
C 0.603233 0.417756 1.683964
C 0.626425 1.810468 0.881075
C -0.751056 2.153586 0.423772
C -1.640095 1.189836 -0.403391
C -0.983642 0.567045 -1.761741
C 0.271630 -0.255156 -1.510083
C 0.226101 -1.268672 -0.358923
O 0.708095 -2.579172 -0.773902
H 2.138859 -0.664574 0.416572
H 1.210272 0.453968 2.603184
H -0.464371 0.298014 1.973602
H 0.968942 2.550480 1.547538
H 1.336614 1.764544 0.141107
H -1.403098 2.505619 1.289637
H -0.638789 3.209760 -0.024728
H -2.602773 1.684524 -0.514083
H -1.771928 0.313837 0.317192
H -1.706774 -0.158040 -2.104762
H -0.830061 1.262391 -2.599976
H 1.082869 0.409880 -1.287131
H 0.533931 -0.749996 -2.408641
H -0.780370 -1.455254 -0.030455
H 1.480795 -2.394937 -1.330093
N -0.664567 3.931380 -3.452179
O -1.449978 3.949595 -4.365946
H 0.298043 4.168317 -3.738719

Atoms 1-2, force components in eV/Å:
1.67 -0.54 1.92
-0.67 -0.43 -1.46

As for the net charge: 0. Its HOMO energy is -9.87 eV. Its energy relative to the best compared isomer or geometry (same formula, charge and spin) is 9.235 eV. As for the SMILES: O=[N+]([O-])O[C@@H]1CCCCCC[C@H]1O.N=O. The value obtained for the frontier orbital gap is 9.2 eV. Its electronic energy is -799.855949 Ha.

---

Max |F| / eV/Å: 3.440, 6.022, 4.426, 1.418, 0.932, 3.782, 5.095, 3.986